DFT (wB97M-V/def2-TZVPD) results for a molecular structure, C8H17NO2SSe3TcTe at a distorted geometry.

Computed properties:
* ⟨S²⟩: 4.2176
* E_LUMO (spin up / spin down): -8.38 / -8.43 eV
* HOMO energy (spin up / spin down): -14.25 / -14.65 eV
* net charge: +2
* 2S+1: 4
* HOMO-LUMO gap (spin up / spin down): 0.2157 / 0.2284 Ha

Each line ends with the Löwdin spin population.
Positions of all 34 atoms, in Å:
Tc1 0.150 -1.503 -0.930  2.28
Se1 -0.415 -3.639 -1.721  -0.41
Se2 -2.246 -3.535 -3.093  -0.13
Te1 -3.117 -1.182 -3.513  0.50
Se3 -1.692 0.321 -2.269  0.41
O1 1.407 -0.904 -2.260  0.13
S1 2.649 -0.056 -2.591  0.02
C1 2.873 0.923 -1.066  0.01
C2 1.688 1.871 -1.040  0.00
C3 1.588 2.469 -2.443  0.00
C4 1.936 1.383 -3.464  0.01
H1 3.815 1.457 -1.179  0.00
H2 2.949 0.253 -0.210  0.00
H3 1.823 2.653 -0.294  0.00
H4 0.763 1.329 -0.805  0.00
H5 2.283 3.303 -2.543  0.00
H6 0.578 2.845 -2.613  0.00
H7 2.698 1.714 -4.167  0.00
H8 1.073 1.035 -4.027  0.00
C5 -1.646 -0.059 3.896  0.00
N1 -1.014 -0.894 2.897  0.02
C6 0.184 -1.615 3.275  0.00
C7 -1.466 -0.936 1.659  0.02
C8 -2.789 -0.324 1.342  0.01
O2 -0.771 -1.498 0.753  0.10
H9 -1.017 -0.015 4.780  0.00
H10 -2.622 -0.445 4.191  0.00
H11 -1.780 0.953 3.516  0.00
H12 0.102 -1.924 4.316  0.00
H13 1.075 -0.991 3.165  0.00
H14 0.301 -2.505 2.655  0.00
H15 -3.511 -0.534 2.128  0.00
H16 -3.156 -0.710 0.394  0.00
H17 -2.693 0.758 1.257  0.00


DFT (wB97M-V/def2-TZVPD) results for a molecular structure, C2H4BrClO2 at a distorted geometry.

Computed properties:
* E_LUMO: 0.58 eV
* HOMO energy: -9.01 eV
* 2S+1: 1
* HOMO-LUMO gap: 0.3522 Ha

Each line ends with the natural charge from an NBO analysis.
Positions of all 10 atoms, in Å:
C1 -0.789 0.095 0.367  0.49
C2 1.021 0.530 -0.460  -0.38
O1 -0.652 -1.270 0.826  -0.78
O2 -1.510 0.208 -0.725  -0.70
Cl1 1.732 2.094 0.114  -0.06
Br1 2.326 -0.839 -0.116  0.02
H1 -1.070 0.874 1.138  0.18
H2 0.755 0.532 -1.483  0.19
H3 -0.069 -1.611 1.571  0.53
H4 -1.744 -0.612 -1.232  0.51


In the order shown, the computed ΔE to the lowest compared entry with this formula, charge and spin values come out to 0.2831; 1.8559 eV.